{"formula": "C48H59N7O2PdS", "method": "ωB97M-V/def2-TZVPD", "spin_multiplicity": 1, "energy_ev": -79576.7734, "charge": 0, "orbital_gap_ev": 7.9, "de_lowest_kcal_mol": 35.9, "elements": ["Pd", "C", "C", "C", "C", "C", "C", "C", "N", "C", "N", "C", "C", "C", "C", "C", "C", "C", "N", "C", "C", "C", "C", "C", "C", "C", "H", "H", "H", "H", "H", "H", "H", "H", "H", "H", "H", "H", "H", "H", "H", "H", "H", "H", "H", "H", "H", "H", "C", "C", "C", "C", "N", "C", "S", "N", "C", "C", "C", "C", "H", "H", "H", "H", "H", "H", "H", "H", "H", "H", "H", "H", "H", "H", "H", "H", "H", "H", "H", "H", "C", "C", "C", "C", "C", "C", "N", "C", "C", "C", "C", "C", "C", "C", "O", "O", "C", "C", "H", "H", "H", "H", "H", "H", "H", "H", "H", "H", "H", "H", "H", "H", "C", "C", "N", "H", "H", "H"], "coordinates": [[1.692, 0.081, 0.372], [4.953, -3.013, 2.787], [5.609, -3.944, 1.799], [6.810, -4.566, 2.143], [7.404, -5.522, 1.337], [6.786, -5.891, 0.149], [5.616, -5.264, -0.235], [5.039, -4.280, 0.568], [3.840, -3.682, 0.113], [3.536, -2.342, 0.166], [4.610, -1.529, 0.207], [4.659, -0.186, 0.623], [3.520, 0.555, 0.945], [3.745, 1.851, 1.432], [5.017, 2.384, 1.558], [6.122, 1.637, 1.181], [5.961, 0.344, 0.725], [7.163, -0.483, 0.344], [2.324, -1.899, 0.080], [1.296, -2.895, 0.018], [0.906, -3.583, 1.159], [-0.118, -4.515, 1.094], [-0.746, -4.759, -0.118], [-0.340, -4.076, -1.256], [0.685, -3.138, -1.213], [1.126, -2.400, -2.446], [5.081, -3.408, 3.795], [3.885, -2.903, 2.606], [5.388, -2.011, 2.767], [7.267, -4.306, 3.091], [8.330, -5.989, 1.642], [7.219, -6.656, -0.482], [5.136, -5.522, -1.171], [3.141, -4.278, -0.303], [5.494, -2.004, 0.137], [2.901, 2.444, 1.736], [5.144, 3.389, 1.942], [7.121, 2.052, 1.251], [8.072, 0.109, 0.438], [7.108, -0.838, -0.690], [7.285, -1.363, 0.987], [1.389, -3.353, 2.101], [-0.434, -5.033, 1.990], [-1.550, -5.482, -0.180], [-0.830, -4.268, -2.204], [0.533, -2.707, -3.308], [2.179, -2.588, -2.668], [1.044, -1.320, -2.319], [-4.412, -1.576, -4.100], [-3.736, -0.534, -3.219], [-2.426, -1.033, -2.617], [-1.616, 0.075, -1.963], [-2.267, 0.590, -0.767], [-1.825, 0.418, 0.489], [-0.701, -0.799, 0.923], [-2.396, 1.215, 1.401], [-2.065, 1.309, 2.818], [-3.321, 1.340, 3.680], [-3.978, -0.022, 3.910], [-4.668, -0.617, 2.686], [-5.391, -1.243, -4.449], [-4.557, -2.511, -3.554], [-3.802, -1.797, -4.978], [-4.420, -0.241, -2.417], [-3.535, 0.372, -3.805], [-1.815, -1.498, -3.399], [-2.626, -1.804, -1.866], [-1.487, 0.915, -2.651], [-0.623, -0.263, -1.681], [-2.937, 1.335, -0.908], [-3.019, 1.931, 1.049], [-1.461, 2.207, 2.973], [-1.443, 0.450, 3.061], [-4.049, 2.030, 3.236], [-3.045, 1.770, 4.646], [-4.709, 0.081, 4.716], [-3.216, -0.721, 4.268], [-5.452, 0.050, 2.315], [-5.136, -1.572, 2.931], [-3.967, -0.799, 1.871], [-5.998, 1.771, -3.704], [-5.540, 2.091, -2.306], [-6.426, 1.961, -1.243], [-6.024, 2.275, 0.046], [-4.733, 2.712, 0.280], [-3.828, 2.851, -0.778], [-2.493, 3.201, -0.547], [-1.992, 3.932, 0.521], [-2.715, 4.951, 1.151], [-2.150, 5.671, 2.189], [-0.865, 5.387, 2.639], [-0.159, 4.360, 2.035], [-0.696, 3.633, 0.978], [0.083, 2.498, 0.363], [0.915, 1.920, 1.129], [-0.173, 2.154, -0.806], [-4.229, 2.532, -2.085], [-3.284, 2.679, -3.251], [-7.060, 1.533, -3.715], [-5.458, 0.917, -4.120], [-5.831, 2.611, -4.381], [-7.434, 1.614, -1.431], [-6.713, 2.164, 0.874], [-4.418, 2.967, 1.284], [-1.758, 2.647, -0.985], [-3.713, 5.185, 0.808], [-2.722, 6.467, 2.650], [-0.428, 5.953, 3.450], [0.829, 4.088, 2.383], [-2.247, 2.782, -2.941], [-3.532, 3.567, -3.839], [-3.350, 1.823, -3.923], [2.725, 3.362, -2.012], [2.632, 1.906, -2.058], [2.531, 0.765, -1.977], [1.810, 3.794, -2.410], [3.585, 3.706, -2.584], [2.839, 3.666, -0.972]], "mulliken_charge": [-0.04, -0.93, 1.29, -0.81, -0.71, -0.52, -0.77, 0.04, 0.40, -0.75, 0.17, 0.92, -1.10, -0.11, -1.06, -0.82, 1.13, -1.54, 1.12, -2.09, 0.54, -0.98, -0.75, -0.91, 2.11, -1.40, 0.57, -0.06, 0.19, 0.45, 0.40, 0.38, 0.44, 0.37, 0.17, 0.76, 0.42, 0.36, 0.40, 0.37, 0.27, 0.43, 0.42, 0.41, 0.42, 0.45, 0.32, 0.04, -1.71, 1.00, -1.26, 0.57, 1.53, -0.83, -0.20, 1.51, -0.51, -0.91, -0.53, -0.66, 0.44, 0.35, 0.31, 0.24, -0.49, 0.44, 0.20, 0.30, -1.24, -0.34, -0.86, -0.03, 0.71, 0.20, 0.45, 0.38, 0.27, 0.15, 0.42, -0.01, -1.56, 1.35, -1.14, -1.41, -0.49, -0.90, 0.03, 0.84, -0.90, -0.72, -0.99, -0.04, 0.04, 1.44, -0.95, -0.56, 1.80, -1.79, 0.42, 0.23, 0.32, 0.39, 0.50, 0.52, 0.22, 0.50, 0.41, 0.45, 0.37, 0.12, 0.47, 0.65, -1.08, 0.63, -0.42, 0.28, 0.43, 0.21]}